[1]
A molecular structure, C38H39NO2P2SiY at a distorted geometry, computed with ωB97M-V/def2-TZVPD.

The value obtained for the LUMO energy is -4.42 eV. The calculation puts the energy relative to the best compared isomer or geometry (same formula, charge and spin) at 0.0000 eV. The largest force on an atom is 2.63 eV/A. The net charge is +1. The spin multiplicity is 1.

Element x y z (Å)
C -1.037064 3.483502 -4.258284
C -0.848049 2.209003 -3.729966
C 0.477618 1.683936 -3.647327
C 1.573789 2.457849 -4.142865
C 1.323028 3.773325 -4.632756
C 0.033242 4.281702 -4.686456
C 2.838470 1.850689 -4.155649
C 2.966259 0.458469 -4.100015
C 1.843528 -0.278771 -3.615486
C 1.886181 -1.704970 -3.623162
C 3.053601 -2.337732 -4.046180
C 4.182402 -1.618745 -4.463289
C 4.143806 -0.238082 -4.499214
H -2.055832 3.860578 -4.333337
H 2.177588 4.350780 -4.985787
H -0.161983 5.281674 -5.070646
H 3.694341 2.448541 -4.440879
H 3.080875 -3.426764 -4.050029
H 5.076486 -2.154454 -4.778888
H 4.998282 0.354779 -4.836197
N 0.751247 0.429312 -3.115545
Y 0.615605 0.216885 -0.786398
C -2.055327 1.441267 -3.235374
H -2.108730 0.428998 -3.661348
H -2.973532 1.984135 -3.497199
C 0.710215 -2.551604 -3.154356
H -0.227286 -2.215763 -3.631793
H 0.889611 -3.615553 -3.386663
P -1.967885 1.309329 -1.385942
P 0.536498 -2.442920 -1.323831
C 1.851711 -3.551378 -0.752364
H 1.828424 -3.605741 0.343816
H 1.716548 -4.555895 -1.178925
H 2.838175 -3.165318 -1.035863
C -0.991551 -3.342481 -0.972914
H -0.859341 -4.415177 -1.174607
H -1.261605 -3.188439 0.081088
H -1.812042 -2.945706 -1.589760
C -2.436407 3.022771 -0.925639
H -3.365768 3.359800 -1.407734
H -2.553968 3.089691 0.164519
H -1.634511 3.711733 -1.218234
C -3.500765 0.413527 -0.936221
H -3.505250 0.251403 0.150578
H -4.413388 0.950088 -1.232900
H -3.496877 -0.570247 -1.426311
C 3.165374 0.565703 -0.792341
O 3.422077 -0.226539 0.099540
H 3.966282 1.065654 -1.478236
O -0.356637 -0.294817 0.964817
Si -0.499264 -0.202923 2.579390
C -0.876874 -1.897319 3.252388
C -1.870052 -2.667770 2.626061
C -2.215340 -3.917839 3.156730
C -1.536260 -4.412781 4.276544
C -0.505764 -3.669888 4.863241
C -0.162287 -2.416921 4.335987
C 1.068295 0.406270 3.384636
C 1.060897 1.510099 4.245599
C 2.259178 1.993871 4.791841
C 3.471074 1.366583 4.491122
C 3.473294 0.240540 3.663671
C 2.280720 -0.242399 3.116637
C -1.916535 0.907310 3.071602
C -2.950523 0.404891 3.866844
C -4.018046 1.227014 4.247527
C -4.064816 2.556263 3.817409
C -3.056121 3.051825 2.983617
C -1.987590 2.228482 2.602025
H -2.387589 -2.294843 1.731013
H -3.020833 -4.491950 2.693496
H -1.810740 -5.385252 4.691666
H 0.028331 -4.054338 5.730493
H 0.656298 -1.842300 4.780873
H 0.124065 1.999841 4.526314
H 2.249230 2.862319 5.452552
H 4.404624 1.761181 4.899867
H 4.415574 -0.261057 3.453142
H 2.310609 -1.140655 2.498407
H -2.932791 -0.637768 4.194301
H -4.807270 0.822264 4.877187
H -4.892429 3.202303 4.124864
H -3.098396 4.086004 2.631971
H -1.210154 2.620934 1.933531

Forces on atoms 1 to 2 (eV/Å):
0.022 -0.954 0.501
-0.441 0.557 0.172

---

[2]
A single C13H20N4O5S molecule at a distorted geometry, computed with ωB97M-V/def2-TZVPD.

The value obtained for the LUMO energy is 0.16 eV. As for the SMILES: CCCCOC(=O)CNc1nnc(SCC(=O)OCC)[nH]c1=O. The calculation puts the energy relative to the best compared isomer or geometry (same formula, charge and spin) at 14.5546 eV. The largest force on an atom is 15.88 eV/A. The spin multiplicity is 1.

Element x y z (Å)
C 4.503329 4.564981 -0.760297
C 5.438473 3.420943 -0.274390
C 4.913803 1.946292 -0.131985
C 3.828631 1.924231 0.831790
H 4.115411 2.405664 1.580392
H 3.634725 1.006733 0.994503
O 2.591258 2.833965 0.528937
C 1.914993 1.912003 -0.403769
O 2.114680 0.848497 -0.837484
C 0.558862 2.822570 -0.659107
N -0.115218 2.132153 -1.421432
C -0.862972 1.105084 -1.180455
N -1.356872 0.947189 -0.089472
N -2.050419 -0.106606 0.572364
C -2.529329 -0.914925 -0.505621
N -2.395479 -0.572594 -1.687946
C -1.739913 0.397882 -2.302393
O -1.439380 0.587535 -3.404756
H -2.793890 -1.515687 -2.364358
S -3.553608 -2.154932 0.208814
C -3.092689 -2.264169 1.782073
C -1.672771 -2.639330 2.307478
O -1.355225 -3.102562 3.365519
O -0.986076 -2.660242 1.214079
C 0.551439 -3.406199 1.144826
C 0.449945 -4.770372 1.112964
H 1.429054 -4.896006 1.025288
H 0.035932 -5.304070 1.993857
H 0.080639 -4.905147 0.191869
H 0.653409 -2.809888 2.218298
H 0.976830 -2.764506 0.449858
H -3.839082 -2.914006 2.242109
H -3.238250 -1.250044 2.274601
H -0.027558 2.183520 -2.629971
H 0.911002 3.855119 -1.067705
H 0.138379 2.874873 0.475397
H 4.604986 1.695386 -1.281437
H 5.681228 1.552829 0.267865
H 5.931567 3.830967 0.738807
H 6.551237 3.551348 -0.807973
H 4.040648 4.320361 -1.728011
H 5.116753 5.709306 -0.733417
H 3.760480 4.768450 -0.180543

Forces on atoms 1 to 2 (eV/Å):
6.014 1.221 -3.311
3.978 2.646 1.126

---

[3]
A single C11H16NP molecule at a distorted geometry, computed with ωB97M-V/def2-TZVPD.

The value obtained for the LUMO energy is 0.18 eV. As for the SMILES: CCc1cccnc1/C=P/C(C)C. The calculation puts the energy relative to the best compared isomer or geometry (same formula, charge and spin) at 2.6654 eV. The largest force on an atom is 4.85 eV/A. The spin multiplicity is 1.

Element x y z (Å)
C -4.131951 2.026155 0.012203
C -3.926414 0.720646 -0.453981
C -2.962727 2.710660 0.442565
C -2.685496 0.150771 -0.532383
C -1.647523 0.939520 -0.011728
C -0.026999 0.534994 -0.058130
C -1.744573 -2.271455 -0.137095
C 2.991791 0.983673 -1.354247
C 3.890213 0.568890 0.976793
C -2.599907 -1.395795 -1.040416
C 2.621795 0.370130 0.050381
N -1.721547 2.215884 0.402139
P 1.160314 1.469958 0.577534
H -5.206719 2.324052 0.292839
H -4.893980 0.330570 -0.867258
H -2.941960 3.668305 0.950345
H 0.191767 -0.335656 -0.558960
H -0.661788 -1.968820 -0.012948
H -1.808092 -3.395846 -0.466602
H -2.117522 -2.121377 0.903718
H 3.249977 1.999066 -1.366605
H 2.321676 0.914428 -2.234005
H 4.009366 0.502074 -1.600669
H 3.574765 0.098735 1.907541
H 4.817540 0.129921 0.641169
H 4.017869 1.649144 1.215304
H -3.652469 -1.624982 -1.059212
H -2.233625 -1.358222 -2.056657
H 2.279364 -0.751423 -0.066690

Forces on atoms 1 to 2 (eV/Å):
0.320 0.090 1.626
-2.550 1.523 -0.832